Entry 1:
{
  "formula": "C8H22LiN4O8",
  "method": "wB97M-V/def2-TZVPD",
  "symbols": ["Li", "N", "O", "O", "O", "N", "O", "O", "O", "C", "C", "C", "O", "C", "N", "H", "H", "H", "H", "H", "H", "H", "H", "H", "H", "H", "C", "C", "C", "O", "C", "N", "H", "H", "H", "H", "H", "H", "H", "H", "H", "H", "H"],
  "coordinates": [[0.55217, -26.27010, -12.58866], [-1.84909, -26.55273, -11.19055], [-3.06675, -26.60295, -11.11584], [-1.33770, -26.20816, -12.21300], [-1.09770, -27.00297, -10.32123], [1.21215, -24.35323, -10.17827], [1.29242, -24.89111, -11.21095], [0.55797, -24.91788, -9.32185], [1.66475, -23.23987, -9.82432], [4.19881, -26.89903, -12.01209], [3.37731, -27.62054, -13.05795], [3.87691, -29.05149, -13.22815], [3.06307, -29.87463, -14.07021], [3.70401, -31.13940, -14.35722], [2.00431, -27.81359, -12.61129], [4.17157, -25.80959, -12.03359], [5.26054, -27.14540, -11.99979], [3.95648, -27.37045, -11.05964], [3.45248, -27.20596, -14.06323], [4.01189, -29.48306, -12.23637], [4.89194, -28.91135, -13.59986], [4.42440, -30.96268, -15.15591], [2.87684, -31.64752, -14.85292], [4.07284, -31.79090, -13.56499], [2.16702, -28.33591, -11.76229], [1.74526, -28.41749, -13.37830], [-0.83478, -26.13884, -15.67035], [0.68981, -26.10006, -15.45293], [1.53622, -25.48286, -16.55866], [2.89082, -25.67563, -16.26798], [3.69213, -24.96689, -17.23364], [0.86847, -25.30761, -14.27665], [-1.44020, -26.35857, -14.79098], [-1.20578, -26.74560, -16.49637], [-1.22235, -25.17924, -16.01249], [0.99979, -27.14437, -15.41515], [1.30900, -24.41686, -16.56932], [1.34559, -25.82973, -17.57426], [3.35374, -23.93103, -17.25815], [3.44230, -25.35339, -18.22172], [4.77055, -25.12317, -17.20744], [0.42623, -24.46469, -14.61433], [1.82243, -24.98664, -14.19279]],
  "atomic_forces_ev_per_a": [[-0.3, 0.4, 1.4], [-0.3, -2.9, 2.9], [-1.7, 0.4, 0.7], [2.1, 2.2, -5.3], [-0.2, -0.3, 1.1], [-2.0, 2.2, 6.8], [2.2, -1.6, -7.3], [-1.2, -1.4, 2.1], [1.5, 0.9, -1.9], [0.9, -0.5, 0.3], [0.5, -0.9, -0.2], [1.6, 0.3, -0.1], [1.3, 0.0, 1.2], [-1.7, 0.8, -1.6], [0.0, 1.4, -0.9], [-0.7, -0.2, 0.3], [0.3, -0.1, -0.9], [-0.7, 0.7, 0.4], [-0.4, 0.6, 0.1], [-0.3, -0.4, 0.3], [0.3, -0.6, -0.6], [0.6, -0.1, 0.3], [0.1, -0.5, 0.1], [0.1, 0.7, 0.5], [-1.0, -0.3, 0.3], [-1.3, -0.7, 0.6], [-0.5, 0.6, -1.3], [-0.7, -1.1, -1.4], [-0.7, 0.1, -0.5], [1.6, 0.2, -0.1], [-1.2, -0.6, -0.6], [0.4, 0.6, 0.3], [0.5, -0.2, 0.3], [0.5, -0.7, 0.1], [0.3, 0.6, 0.2], [0.4, -0.1, 0.8], [-0.1, 0.5, -0.1], [-0.3, -0.4, -0.2], [0.6, 0.3, 0.2], [-0.3, -0.1, -0.3], [-0.2, 0.1, 1.1], [-0.6, 0.6, 1.0], [0.6, -0.3, 0.2]],
  "lumo_energy_ev": 2.2,
  "total_energy_ev": -31192.4351,
  "spin_multiplicity": 1,
  "homo_energy_ev": -3.887,
  "total_charge": -1,
  "gap_ev": 6.100
}



Entry 2:
{
  "formula": "C8H22N2O2Rb",
  "method": "wB97M-V/def2-TZVPD",
  "symbols": ["Rb", "C", "C", "C", "O", "C", "N", "H", "H", "H", "H", "H", "H", "H", "H", "H", "H", "H", "C", "C", "C", "O", "C", "N", "H", "H", "H", "H", "H", "H", "H", "H", "H", "H", "H"],
  "coordinates": [[15.40464, 9.31095, 34.12254], [14.47461, 13.43267, 36.91208], [14.44991, 12.51731, 35.59423], [15.78291, 12.65676, 34.77664], [15.70939, 12.05003, 33.43940], [16.97690, 12.35216, 32.77520], [14.10448, 11.21840, 35.93520], [13.63354, 13.39843, 37.60457], [14.50231, 14.49023, 36.64956], [15.35280, 13.20837, 37.51754], [13.68960, 12.79405, 34.86387], [16.61603, 12.16162, 35.27550], [15.94337, 13.72168, 34.60845], [17.88100, 12.09699, 33.32800], [16.77965, 13.39852, 32.54213], [16.99229, 11.82065, 31.82369], [13.11544, 11.09621, 36.09945], [14.72293, 11.04439, 36.71452], [12.07244, 5.84377, 34.97087], [13.39204, 6.61174, 34.65299], [14.54048, 5.67357, 34.21186], [15.72249, 6.45945, 34.26311], [16.89658, 5.76801, 33.83207], [12.98309, 7.43288, 33.47811], [12.19634, 5.14881, 35.80141], [11.76646, 5.21708, 34.13318], [11.28064, 6.45030, 35.41051], [13.68795, 7.28616, 35.45654], [14.39428, 5.25977, 33.21411], [14.71403, 4.84352, 34.89669], [16.70287, 5.13433, 32.96661], [17.33493, 5.25056, 34.68541], [17.58668, 6.58904, 33.63770], [12.07240, 7.84147, 33.63241], [12.77941, 6.83867, 32.68721]],
  "atomic_forces_ev_per_a": [[-0.1, -0.2, -0.3], [0.3, 0.5, -1.4], [0.0, 3.0, -0.6], [-1.2, -0.5, -0.4], [0.8, -0.5, 1.4], [-2.0, 0.3, -0.7], [0.9, -2.6, 0.0], [-0.4, -0.8, -0.5], [0.4, 0.1, -0.1], [0.2, -0.1, -0.1], [-0.1, 0.9, 0.2], [0.2, 0.3, 0.4], [0.4, 0.1, 0.4], [-0.2, 0.3, 0.3], [1.3, 0.3, -0.1], [-0.1, -0.1, 0.1], [0.2, 0.0, 0.6], [-0.8, -1.0, 0.7], [1.2, -0.9, 1.8], [-2.4, -1.2, -1.7], [0.2, 0.8, 1.2], [0.0, 0.1, -0.6], [0.0, 1.1, 0.8], [1.0, 1.0, -0.2], [0.4, -0.4, 0.1], [-0.2, 0.4, -0.1], [-0.1, 0.5, -0.8], [0.1, -0.3, 0.1], [-0.2, 0.1, -0.2], [-0.5, -0.2, 0.2], [0.2, 0.0, 0.0], [-0.1, -0.6, -0.2], [0.3, -0.3, -0.6], [-0.1, 0.3, 0.5], [0.4, -0.4, -0.2]],
  "lumo_energy_ev": -2.7,
  "total_energy_ev": -16377.1477,
  "spin_multiplicity": 1,
  "homo_energy_ev": -12.631,
  "total_charge": 1,
  "e_above_lowest_kcal_mol": 33.2,
  "gap_ev": 9.889
}



Entry 3:
{
  "formula": "C8H23ClGaIO2P2",
  "method": "wB97M-V/def2-TZVPD",
  "symbols": ["C", "C", "H", "H", "H", "O", "I", "Ga", "P", "C", "C", "H", "H", "H", "H", "H", "H", "C", "H", "H", "H", "P", "C", "C", "H", "H", "H", "C", "H", "H", "H", "H", "H", "H", "Cl", "O", "H", "H"],
  "coordinates": [[-0.00095, 1.14560, -2.77134], [-0.11413, 1.40770, -1.31540], [0.02474, 2.08877, -3.33285], [-0.85120, 0.55478, -3.14488], [0.91061, 0.58399, -3.00872], [-0.21002, 2.48118, -0.77001], [-0.09846, -1.59259, 2.31117], [0.04742, -0.59578, -0.22743], [2.43624, -0.20758, -0.04498], [3.08581, 0.86845, 1.26320], [3.13299, -1.85253, 0.27852], [4.19835, -1.83717, 0.01016], [4.35274, 0.25352, -1.44051], [2.61298, -2.61173, -0.32154], [2.93924, -0.29311, -2.41125], [2.72793, 0.50183, 2.23054], [3.00614, -2.09255, 1.34079], [3.26480, 0.34201, -1.57649], [4.18304, 0.85667, 1.23291], [2.99565, 1.38883, -1.77104], [2.71232, 1.88817, 1.12226], [-2.42451, -0.18202, -0.04443], [-3.13176, 0.88654, 1.24888], [-3.25555, 0.36655, -1.57122], [-2.64080, -2.57484, -0.34325], [-4.21699, -1.78058, -0.00299], [-3.02954, -2.07550, 1.32650], [-3.15145, -1.81742, 0.26685], [-2.92259, -0.26587, -2.40471], [-4.34275, 0.26771, -1.43804], [-4.23345, 0.82847, 1.23334], [-2.81856, 1.92469, 1.06614], [-2.99656, 1.41564, -1.76672], [-2.75438, 0.55716, 2.22728], [-0.01439, -2.19004, -1.69869], [0.18303, 1.64458, 1.66622], [-0.21106, 2.40819, 1.19522], [-0.25967, 1.54018, 2.52570]],
  "atomic_forces_ev_per_a": [[0.1, -0.7, -1.1], [-0.5, 5.4, 1.0], [0.0, 0.1, 0.5], [0.3, 0.0, 0.3], [-0.3, -0.1, 0.2], [0.3, -4.5, -1.6], [0.1, 0.3, -1.0], [-0.2, -0.8, 1.9], [1.5, 0.1, 0.1], [-0.7, 0.2, 0.1], [-0.5, -0.3, 0.0], [-0.3, 0.1, 0.1], [-0.3, 0.0, 0.0], [0.2, 0.1, 0.1], [0.2, 0.1, 0.1], [0.1, 0.1, -0.1], [0.1, 0.0, -0.3], [-0.7, 0.1, -0.1], [-0.2, -0.1, -0.1], [0.2, -0.2, -0.1], [0.2, -0.2, 0.1], [-1.5, -0.1, 0.1], [0.9, 0.3, 0.2], [0.7, 0.1, -0.2], [-0.2, 0.1, 0.1], [0.3, 0.1, 0.0], [-0.1, 0.1, -0.3], [0.6, -0.4, 0.0], [-0.2, 0.2, 0.1], [0.3, 0.0, 0.0], [0.4, -0.1, -0.2], [-0.2, -0.2, 0.1], [-0.2, -0.2, -0.1], [-0.2, 0.1, -0.3], [0.0, 0.2, -0.1], [-0.5, 0.2, -0.3], [0.3, -0.4, 0.9], [0.2, 0.2, -0.3]],
  "lumo_energy_ev": [-10.8, -10.8],
  "total_energy_ev": -104326.4598,
  "spin_multiplicity": 1,
  "homo_energy_ev": [-15.864, -15.863],
  "total_charge": 2,
  "gap_ev": [5.061, 5.060]
}



Entry 4:
{
  "formula": "C8H23ClN5O5V",
  "method": "wB97M-V/def2-TZVPD",
  "symbols": ["O", "V", "Cl", "C", "O", "N", "N", "H", "H", "H", "H", "C", "O", "N", "N", "H", "H", "H", "H", "C", "O", "C", "C", "N", "C", "C", "O", "C", "H", "H", "H", "H", "H", "H", "H", "H", "H", "H", "H", "H", "H", "H", "H"],
  "coordinates": [[3.10300, 0.17607, -2.18134], [2.08532, -0.89478, -1.67898], [1.91373, -0.14298, 0.80872], [-1.49641, 1.64911, 1.81076], [-1.80609, 0.68931, 1.05654], [-0.37242, 1.83067, 2.43311], [-2.30505, 2.60917, 2.22448], [-0.14657, 2.69780, 2.89912], [0.42517, 1.23766, 2.25345], [-1.85618, 3.15324, 2.94740], [-3.18490, 2.88102, 1.80967], [-0.41610, -2.18921, 3.92767], [-0.83613, -2.19996, 5.04901], [-1.18911, -2.11644, 2.85453], [0.81945, -2.06134, 3.64446], [-0.79855, -1.90089, 1.94838], [-2.19191, -2.10097, 2.97389], [1.12762, -1.71240, 2.74815], [1.31998, -1.85284, 4.49658], [0.93986, -3.65525, -0.08684], [0.80054, -2.50484, -0.96734], [-0.63136, -2.23922, -1.00513], [-1.07217, -1.19654, -1.97876], [-0.15966, -0.04891, -1.83311], [-0.40072, 0.97859, -2.92989], [0.13533, 2.41513, -2.71494], [1.50655, 2.33091, -2.56685], [2.11185, 3.60125, -2.33861], [2.00642, -3.79568, 0.08876], [0.55235, -4.60118, -0.46519], [0.48165, -3.44564, 0.87970], [-0.89893, -1.88160, -0.01084], [-1.17589, -3.16367, -1.19744], [-2.09760, -0.88630, -1.77794], [-1.00163, -1.52123, -3.01688], [-0.32097, 0.47220, -0.98310], [-1.45910, 1.20643, -3.05640], [0.02947, 0.58891, -3.85250], [-0.31766, 2.76811, -1.78849], [-0.15027, 3.10865, -3.50586], [1.95730, 4.23787, -3.20978], [3.18810, 3.43155, -2.30729], [1.78170, 4.04822, -1.40089]],
  "atomic_forces_ev_per_a": [[-1.1, -1.9, 0.2], [-1.2, 3.2, 2.8], [0.3, -0.8, -2.2], [-2.4, -2.2, -1.8], [0.9, 1.3, 0.3], [4.9, -0.8, 1.1], [-2.0, 1.8, 0.3], [0.0, -0.3, -0.2], [-0.3, -0.1, 0.0], [-1.3, 0.5, -0.2], [0.3, -0.3, 0.2], [-3.3, 1.0, 0.4], [-1.0, -0.7, 2.2], [-2.4, -0.6, -2.5], [5.9, 0.2, -0.3], [-0.4, 0.2, 0.4], [0.3, 0.1, -0.1], [0.2, 0.0, 0.4], [0.7, 0.0, -0.5], [1.4, -0.1, 0.7], [-0.9, -0.8, -0.7], [-0.9, -0.1, 0.6], [1.0, 0.6, -0.3], [1.5, 1.4, -1.6], [0.2, 0.8, -0.5], [0.0, -1.5, 1.1], [0.8, 0.3, 0.1], [0.6, -0.5, -0.5], [0.0, 0.1, 0.0], [-0.3, 0.4, -0.5], [-0.1, 0.1, -0.1], [0.0, 0.0, 0.1], [0.2, -0.1, 0.0], [-0.1, -0.2, 0.1], [0.0, -0.1, 0.0], [-0.1, -0.3, 1.0], [-0.3, -0.9, 0.0], [-0.2, -0.1, -0.1], [-0.2, 0.4, 0.3], [-0.2, -0.3, -0.4], [-0.3, 0.3, 0.1], [-0.1, -0.1, 0.3], [-0.2, 0.1, -0.1]],
  "s_squared": 0.791,
  "lumo_energy_ev": [-6.0, -5.4],
  "total_energy_ev": -64560.9677,
  "spin_multiplicity": 2,
  "homo_energy_ev": [-11.670, -11.670],
  "total_charge": 1,
  "e_above_lowest_kcal_mol": 0.0,
  "gap_ev": [5.651, 6.279]
}



Entry 5:
{
  "formula": "C8H23FN3O6PS2",
  "method": "wB97M-V/def2-TZVPD",
  "symbols": ["C", "C", "F", "C", "S", "O", "O", "N", "S", "O", "O", "P", "N", "O", "H", "H", "H", "H", "H", "H", "H", "H", "H", "C", "N", "C", "C", "C", "C", "O", "H", "H", "H", "H", "H", "H", "H", "H", "H", "H", "H", "H", "H", "H"],
  "coordinates": [[0.70251, -3.89003, -3.23826], [1.35626, -2.85092, -2.34475], [0.95292, -3.07401, -1.02922], [1.13225, -1.38964, -2.77774], [-0.09523, -0.43760, -1.90864], [0.34074, -0.39879, -0.51500], [-0.11569, 0.84710, -2.56487], [-1.43950, -1.24906, -1.96318], [-2.29259, -1.28372, -3.32097], [-2.97351, -0.04100, -3.61286], [-1.56615, -1.90022, -4.42305], [-3.89343, -2.68415, -2.85762], [-3.02718, -3.84569, -1.93608], [-4.61487, -1.85762, -1.65142], [-0.30645, -4.09529, -2.88924], [0.67714, -3.55245, -4.27115], [1.28078, -4.81510, -3.20189], [2.43785, -3.01608, -2.35311], [2.05298, -0.82240, -2.62902], [0.88743, -1.33462, -3.83534], [-2.84079, -4.67034, -2.49463], [-3.55281, -4.11331, -1.11285], [-3.96314, -1.43834, -1.06647], [-0.46887, 3.24747, 2.90825], [0.99097, 2.94591, 3.08988], [1.42584, 3.53174, 4.38935], [1.76192, 3.57903, 1.98201], [1.26771, 1.45425, 3.14809], [0.97082, 0.70733, 1.87726], [-0.39613, 0.82682, 1.57570], [-0.61541, 4.30236, 3.13470], [-0.75470, 3.03295, 1.88669], [-1.04149, 2.62768, 3.59100], [1.25531, 4.60491, 4.36557], [2.48344, 3.32616, 4.53500], [0.84363, 3.07888, 5.18773], [1.40034, 3.19547, 1.03293], [2.81654, 3.34481, 2.10716], [1.60671, 4.65446, 2.02791], [0.67385, 1.07270, 3.97874], [2.32642, 1.35224, 3.38864], [1.23664, -0.34557, 2.01415], [1.57108, 1.06129, 1.03428], [-0.49416, 0.31239, 0.74231]],
  "atomic_forces_ev_per_a": [[0.2, -0.1, 0.1], [0.0, 0.0, -0.3], [0.1, 0.0, 0.0], [0.4, -0.1, 0.2], [-0.3, 0.0, -0.2], [0.0, -0.2, 0.0], [0.1, 0.0, 0.0], [-0.1, 0.3, 0.0], [-0.2, -0.1, -0.2], [0.0, 0.0, 0.0], [0.2, 0.0, 0.1], [-0.2, 0.0, 0.0], [-0.1, -0.1, -0.3], [0.2, 0.0, 0.2], [-0.1, 0.2, -0.1], [-0.1, 0.0, 0.0], [-0.1, 0.0, 0.1], [0.0, 0.0, 0.0], [-0.1, 0.1, 0.1], [-0.2, 0.0, 0.0], [0.0, -0.1, 0.1], [0.1, 0.0, 0.1], [0.0, 0.0, 0.0], [0.0, 0.2, 0.0], [0.0, 0.0, 0.0], [0.1, 0.0, -0.1], [0.0, 0.0, 0.0], [0.1, -0.1, 0.0], [-0.4, -0.1, -0.4], [0.0, 0.1, 0.4], [0.0, 0.0, 0.0], [0.0, -0.1, 0.0], [0.0, 0.0, 0.0], [0.0, 0.0, 0.0], [0.0, 0.0, 0.0], [0.0, 0.0, 0.0], [0.0, 0.0, 0.0], [0.0, 0.0, 0.0], [0.0, 0.0, 0.0], [0.0, 0.0, 0.0], [0.0, 0.0, 0.1], [0.2, 0.0, 0.2], [0.2, 0.0, 0.1], [0.0, 0.0, -0.2]],
  "lumo_energy_ev": -0.5,
  "total_energy_ev": -59099.3188,
  "spin_multiplicity": 1,
  "homo_energy_ev": -7.526,
  "total_charge": 0,
  "gap_ev": 7.003
}



Entry 6:
{
  "formula": "C8H23N2O3Ti2",
  "method": "wB97M-V/def2-TZVPD",
  "symbols": ["Ti", "Ti", "O", "H", "C", "C", "C", "O", "C", "N", "H", "H", "H", "H", "H", "H", "H", "H", "H", "H", "H", "C", "C", "C", "O", "C", "N", "H", "H", "H", "H", "H", "H", "H", "H", "H", "H", "H"],
  "coordinates": [[3.09583, 0.21328, -0.50653], [1.90630, 1.20733, 1.30596], [1.31533, 0.46876, -0.07120], [1.00493, 0.66114, -0.97738], [0.77954, -3.02909, -2.33968], [0.84810, -1.62978, -1.81898], [-0.49568, -1.05174, -1.29727], [-0.94924, -1.99426, -0.31005], [-2.21831, -1.53885, 0.18309], [1.77912, -1.63969, -0.68815], [0.02215, -2.98017, -3.12204], [0.27529, -3.80866, -1.76863], [1.63739, -3.44191, -2.87050], [1.37232, -0.94918, -2.48987], [-1.23959, -1.03186, -2.09370], [-0.13301, -0.07252, -0.98470], [-2.99802, -1.62652, -0.57353], [-2.19652, -0.46715, 0.38079], [-2.55097, -2.07313, 1.07302], [1.68039, -0.76234, -0.19764], [1.29997, -2.21574, -0.01089], [-1.27460, 3.13470, -0.20130], [-0.21753, 2.70729, 0.88392], [-0.55117, 1.23135, 1.39629], [0.34399, 0.84162, 2.35853], [0.15930, -0.45962, 2.99356], [1.06769, 2.64997, 0.21614], [-1.04025, 2.66719, -1.15766], [-1.09170, 4.15737, -0.53113], [-2.28507, 3.10505, 0.20635], [-0.16214, 3.37824, 1.74116], [-0.44167, 0.47612, 0.61800], [-1.54483, 1.22804, 1.84432], [0.79460, -0.47725, 3.87910], [0.53710, -1.20357, 2.29221], [-0.82251, -0.81072, 3.31117], [1.18785, 1.74133, -0.20817], [1.10567, 3.39515, -0.46457]],
  "atomic_forces_ev_per_a": [[7.3, -0.9, -2.0], [8.4, 3.9, 9.0], [-6.0, -3.4, -5.5], [-0.1, 0.0, -0.5], [-1.7, -0.6, -2.3], [0.7, -0.4, 1.3], [0.8, -2.2, -1.7], [-0.3, 1.8, 0.4], [-0.3, 0.2, -0.3], [0.9, -2.7, 0.3], [-0.1, 0.1, -0.7], [0.6, 0.4, 1.0], [0.3, 0.3, 0.6], [-0.7, 0.1, -1.0], [-0.1, 0.4, -0.1], [-2.6, -0.7, 0.1], [0.0, -0.4, -0.2], [0.1, 0.0, 0.3], [0.4, -0.2, -0.1], [-1.1, -2.7, 0.0], [0.6, -1.0, 0.3], [0.8, 0.6, 1.1], [-1.5, -1.2, -1.2], [-2.7, 1.5, -1.1], [-1.0, -1.0, 4.3], [1.0, -0.6, -0.1], [-0.6, 4.4, 0.0], [-0.7, -1.0, 0.2], [0.0, 0.4, 0.7], [-0.1, -0.4, -0.6], [-0.3, 0.0, 0.0], [-1.3, 0.6, 0.2], [-0.2, 0.1, -0.2], [0.0, 0.2, -0.1], [0.0, -0.2, -0.1], [-0.4, 1.0, -0.4], [-1.0, 3.1, -1.7], [0.7, 0.2, 0.2]],
  "s_squared": 12.006,
  "lumo_energy_ev": [-3.0, -3.4],
  "total_energy_ev": -64001.9561,
  "spin_multiplicity": 7,
  "homo_energy_ev": [-8.759, -12.908],
  "total_charge": 1,
  "e_above_lowest_kcal_mol": 176.0,
  "gap_ev": [5.722, 9.530]
}